<i>
{"formula": "C9H14", "method": "ωB97M-V/def2-TZVPD", "symbols": ["C", "C", "H", "H", "H", "H", "H", "H", "C", "C", "C", "C", "C", "C", "C", "H", "H", "H", "H", "H", "H", "H", "H"], "xyz": [[-0.039, 3.095, -0.966], [-1.210, 2.203, -1.330], [0.191, 3.146, 0.108], [0.887, 2.782, -1.510], [-0.234, 4.108, -1.183], [-1.491, 2.154, -2.402], [-2.153, 2.485, -0.884], [-1.099, 1.186, -0.974], [-0.830, -1.789, 2.377], [0.086, -1.208, -1.243], [-0.685, -1.249, -0.049], [1.488, -1.218, -1.074], [-0.052, -1.394, 1.203], [2.106, -1.252, 0.129], [1.277, -1.219, 1.332], [-0.388, -1.093, -2.204], [-1.815, -1.333, -0.144], [2.164, -1.208, -1.918], [3.169, -1.243, 0.219], [-1.515, -2.609, 2.120], [-1.434, -1.062, 2.854], [1.703, -1.111, 2.379], [-0.127, -2.170, 3.161]], "mulliken_charge": [-0.90, -0.46, 0.26, 0.24, 0.36, 0.28, 0.33, -0.11, -1.37, -0.40, -0.46, -0.26, 0.67, -0.60, -0.35, 0.44, 0.27, 0.34, 0.40, 0.34, 0.30, 0.31, 0.36], "spin_multiplicity": 1, "charge": 0, "homo_ev": -9.09}

---

<ii>
{"formula": "C9H14", "method": "ωB97M-V/def2-TZVPD", "symbols": ["C", "C", "H", "H", "H", "H", "H", "H", "C", "C", "C", "C", "C", "C", "C", "H", "H", "H", "H", "H", "H", "H", "H"], "xyz": [[-2.069, -1.558, 1.181], [-3.152, -1.951, 0.166], [-1.671, -0.555, 1.023], [-2.507, -1.444, 2.176], [-1.276, -2.292, 1.294], [-2.970, -2.932, -0.261], [-3.312, -1.125, -0.527], [-4.140, -2.042, 0.626], [0.699, 0.329, -2.396], [1.751, -0.196, -0.161], [1.292, 0.741, -1.090], [2.016, 0.147, 1.153], [1.274, 2.055, -0.661], [1.983, 1.488, 1.533], [1.671, 2.469, 0.609], [1.746, -1.261, -0.381], [2.381, -0.599, 1.847], [0.469, -0.732, -2.432], [1.185, 0.672, -3.305], [1.031, 2.841, -1.356], [2.190, 1.736, 2.568], [1.742, 3.516, 0.838], [-0.332, 0.694, -2.445]], "mulliken_charge": [-0.73, -0.87, 0.19, 0.31, 0.26, 0.27, 0.27, 0.30, -1.43, -0.19, 0.53, -0.66, -0.18, -0.28, -0.62, 0.33, 0.38, 0.35, 0.33, 0.37, 0.37, 0.38, 0.32], "spin_multiplicity": 1, "charge": 0, "homo_ev": -9.05}

---

<iii>
{"formula": "C9H14", "method": "ωB97M-V/def2-TZVPD", "symbols": ["C", "C", "C", "C", "C", "C", "C", "H", "H", "H", "H", "H", "H", "H", "H", "C", "C", "H", "H", "H", "H", "H", "H"], "xyz": [[0.933, -1.282, -0.536], [1.879, 1.625, 1.753], [0.731, 2.404, 1.731], [1.916, 0.423, 1.134], [0.959, 0.020, 0.186], [-0.255, 2.136, 0.781], [-0.121, 1.001, -0.009], [2.782, 2.133, 2.338], [0.873, 3.358, 2.228], [2.649, -0.303, 1.403], [-1.210, 2.689, 0.783], [0.024, -1.866, -0.297], [1.883, -1.781, -0.612], [-0.956, 0.530, -0.566], [0.767, -1.126, -1.652], [-2.241, -2.747, -2.524], [-2.571, -1.890, -1.250], [-3.057, -2.587, -3.216], [-1.408, -2.348, -3.073], [-2.080, -3.730, -2.189], [-1.598, -1.150, -1.203], [-2.566, -2.392, -0.295], [-3.537, -1.344, -1.270]], "mulliken_charge": [-1.39, -0.28, -0.45, -0.44, 0.95, -0.42, -0.16, 0.22, 0.32, 0.37, 0.35, 0.27, 0.41, 0.03, 0.32, -0.93, -0.33, 0.33, 0.31, 0.26, -0.37, 0.31, 0.33], "spin_multiplicity": 1, "charge": 0, "homo_ev": -8.83}

---

Most stable: <ii> (next structure +30.2 kJ/mol)

---

<i>
{"formula": "C9H14", "method": "ωB97M-V/def2-TZVPD", "symbols": ["C", "C", "H", "H", "H", "H", "H", "H", "C", "C", "C", "C", "C", "C", "C", "H", "H", "H", "H", "H", "H", "H", "H"], "xyz": [[-1.170, -3.096, 1.283], [-1.385, -2.277, 2.515], [-1.812, -4.032, 1.247], [-1.589, -2.608, 0.389], [-0.184, -3.589, 1.145], [-0.662, -2.443, 3.307], [-2.356, -2.332, 2.988], [-1.164, -1.190, 2.318], [-0.359, 1.335, 1.545], [0.929, -0.365, -1.649], [0.994, 0.776, -2.437], [0.428, -0.283, -0.358], [0.180, 1.013, 0.170], [0.782, 2.050, -1.969], [0.471, 2.135, -0.638], [1.279, -1.332, -2.062], [1.291, 0.580, -3.475], [0.437, -1.147, 0.315], [0.774, 2.887, -2.649], [-0.065, 2.381, 1.635], [-0.075, 0.625, 2.305], [0.598, 3.196, -0.253], [-1.459, 1.339, 1.462]], "mulliken_charge": [-0.98, -0.41, 0.32, 0.30, 0.29, 0.28, 0.35, -0.17, -1.32, -0.68, -0.17, -0.12, 0.79, -0.83, -0.22, 0.33, 0.29, 0.38, 0.38, 0.37, 0.39, 0.14, 0.27], "spin_multiplicity": 1, "charge": 0, "homo_ev": -8.84}

---

<ii>
{"formula": "C9H14", "method": "ωB97M-V/def2-TZVPD", "symbols": ["C", "C", "C", "C", "C", "C", "C", "H", "H", "H", "H", "H", "H", "H", "H", "C", "C", "H", "H", "H", "H", "H", "H"], "xyz": [[-0.211, 0.419, -1.326], [-2.613, -2.670, -1.045], [-1.987, -3.340, -0.017], [-2.029, -1.462, -1.384], [-0.947, -0.787, -0.846], [-0.884, -2.723, 0.710], [-0.408, -1.561, 0.311], [-3.261, -3.253, -1.486], [-2.357, -4.388, 0.150], [-2.574, -1.096, -2.257], [-0.416, -3.249, 1.412], [-0.323, 1.386, -0.778], [-0.372, 0.288, -2.478], [0.115, -0.892, 0.879], [0.870, 0.325, -1.294], [2.830, 3.030, 0.916], [1.458, 2.724, 1.348], [3.363, 3.339, 1.723], [3.510, 2.115, 0.856], [2.927, 3.711, -0.023], [0.821, 2.578, 0.682], [1.107, 3.576, 1.995], [1.381, 1.931, 1.953]], "mulliken_charge": [-1.13, -0.84, -0.07, -0.07, 0.52, -0.85, -0.32, 0.50, 0.28, 0.25, 0.48, 0.17, 0.30, 0.43, 0.36, -0.88, -0.76, 0.38, 0.26, 0.25, 0.12, 0.28, 0.38], "spin_multiplicity": 1, "charge": 0, "homo_ev": -8.82}

---

<iii>
{"formula": "C9H14", "method": "ωB97M-V/def2-TZVPD", "symbols": ["C", "C", "C", "C", "C", "C", "C", "H", "H", "H", "H", "H", "H", "H", "H", "C", "C", "H", "H", "H", "H", "H", "H"], "xyz": [[-1.962, -3.214, -0.305], [0.198, -0.162, -0.954], [1.162, -0.209, 0.054], [-0.778, -1.135, -1.114], [-0.897, -2.153, -0.163], [0.989, -1.193, 1.020], [-0.033, -2.127, 0.919], [0.181, 0.710, -1.597], [2.084, 0.334, -0.066], [-1.294, -1.216, -2.062], [1.724, -1.288, 1.810], [-2.592, -3.266, 0.579], [-1.560, -4.189, -0.578], [-0.047, -2.911, 1.666], [-2.593, -2.916, -1.145], [0.210, 3.153, 0.860], [1.130, 3.049, -0.349], [0.238, 2.241, 1.455], [0.443, 3.995, 1.510], [-0.824, 3.264, 0.538], [1.673, 3.970, -0.605], [0.597, 2.905, -1.288], [1.949, 2.358, -0.187]], "mulliken_charge": [-1.33, -0.24, -0.80, -0.60, 0.93, -0.40, -0.38, 0.25, 0.56, 0.27, 0.37, 0.33, 0.30, 0.35, 0.35, -0.76, -0.77, 0.23, 0.33, 0.25, 0.38, 0.22, 0.16], "spin_multiplicity": 1, "charge": 0, "homo_ev": -8.98}

---

<iv>
{"formula": "C9H14", "method": "ωB97M-V/def2-TZVPD", "symbols": ["C", "C", "H", "H", "H", "H", "H", "H", "C", "C", "C", "C", "C", "C", "C", "H", "H", "H", "H", "H", "H", "H", "H"], "xyz": [[-2.232, -1.746, 0.840], [-3.407, -1.870, 1.820], [-1.885, -2.705, 0.438], [-2.486, -1.214, -0.092], [-1.420, -1.140, 1.234], [-3.389, -1.021, 2.502], [-4.364, -1.888, 1.310], [-3.307, -2.775, 2.423], [2.042, 2.244, -2.419], [0.381, 0.972, 0.743], [0.714, 1.755, -0.347], [1.069, -0.226, 0.970], [1.664, 1.335, -1.292], [1.936, -0.696, 0.008], [2.175, 0.063, -1.134], [-0.405, 1.311, 1.400], [0.294, 2.751, -0.410], [0.887, -0.720, 1.919], [2.542, -1.580, 0.154], [1.393, 2.063, -3.283], [3.057, 2.125, -2.786], [2.891, -0.315, -1.858], [1.850, 3.277, -2.138]], "mulliken_charge": [-0.52, -0.87, 0.34, 0.29, -0.07, 0.29, 0.28, 0.26, -1.41, -0.42, -0.44, -0.53, 0.78, -0.49, -0.30, 0.40, 0.29, 0.43, 0.37, 0.29, 0.37, 0.33, 0.35], "spin_multiplicity": 1, "charge": 0, "homo_ev": -9.00}

---

Most stable: <iv> (next structure +26.1 kJ/mol)

---

<i>
{"formula": "C4H8N2O2", "method": "ωB97M-V/def2-TZVPD", "symbols": ["C", "C", "C", "C", "H", "H", "H", "H", "H", "H", "H", "H", "N", "N", "O", "O"], "xyz": [[0.764, 0.139, -0.042], [1.236, -1.290, -0.031], [-1.521, -0.568, 0.102], [-2.791, -0.327, -0.217], [-0.038, 2.403, 0.300], [1.510, 3.178, 0.035], [0.682, -1.787, 0.764], [0.902, -1.924, -0.902], [2.961, -0.434, -0.114], [-1.245, -1.715, 0.274], [-3.409, 0.904, -0.133], [-3.361, -1.296, -0.388], [0.831, 2.381, -0.147], [1.443, 1.173, -0.034], [2.635, -1.311, 0.042], [-0.599, 0.474, 0.491]], "mulliken_charge": [0.89, -0.59, 0.20, -0.64, 0.25, 0.25, 0.27, 0.28, 0.36, 0.07, 0.20, 0.23, -0.53, -0.30, -0.56, -0.40], "spin_multiplicity": 1, "charge": 0, "homo_ev": -8.90}

---

<ii>
{"formula": "C4H8N2O2", "method": "ωB97M-V/def2-TZVPD", "symbols": ["O", "C", "C", "C", "N", "C", "N", "O", "H", "H", "H", "H", "H", "H", "H", "H"], "xyz": [[-0.734, 2.049, 2.018], [-0.901, 1.103, 1.340], [-0.191, 1.033, -0.034], [-1.417, 0.490, -0.845], [0.972, 0.247, 0.035], [0.857, -1.222, -0.004], [2.028, -1.904, -0.335], [-0.230, -1.767, 0.170], [-1.526, 0.257, 1.543], [-0.029, 2.056, -0.440], [-2.199, 1.340, -0.669], [-1.402, 0.390, -1.944], [-1.936, -0.446, -0.572], [1.908, 0.782, -0.021], [2.883, -1.458, -0.168], [1.917, -2.951, -0.074]], "mulliken_charge": [-0.47, -0.19, 0.28, -1.41, -0.18, 0.43, -0.45, -0.56, 0.41, 0.31, 0.34, 0.35, 0.34, 0.28, 0.21, 0.29], "spin_multiplicity": 1, "charge": 0, "homo_ev": -8.86}

---

<iii>
{"formula": "C4H8N2O2", "method": "ωB97M-V/def2-TZVPD", "symbols": ["C", "N", "C", "C", "N", "C", "O", "O", "H", "H", "H", "H", "H", "H", "H", "H"], "xyz": [[-0.774, 1.705, -0.295], [-0.774, 0.385, 0.282], [0.484, -0.345, 0.660], [1.103, -0.590, -0.633], [0.301, -1.436, 1.554], [1.542, -0.894, -1.812], [-2.010, -0.294, 0.376], [1.613, 0.376, 0.706], [-2.425, 0.048, 1.184], [0.372, -1.098, 2.506], [-0.568, -1.931, 1.400], [0.230, 2.119, -0.316], [-1.393, 2.365, 0.320], [-1.172, 1.665, -1.311], [2.578, -0.727, -2.075], [0.892, -1.347, -2.546]], "mulliken_charge": [-0.93, 0.16, 1.25, -0.06, -0.64, -0.97, -0.49, -0.61, 0.33, 0.24, 0.29, 0.30, 0.28, 0.30, 0.28, 0.26], "spin_multiplicity": 1, "charge": 0, "homo_ev": -8.04}

---

<iv>
{"formula": "C4H8N2O2", "method": "ωB97M-V/def2-TZVPD", "symbols": ["C", "C", "C", "N", "C", "N", "O", "O", "H", "H", "H", "H", "H", "H", "H", "H"], "xyz": [[0.898, -0.429, -0.270], [-0.296, -0.945, 0.199], [1.933, 0.183, 0.594], [-0.676, 1.895, 0.410], [-1.249, 0.788, -0.208], [-0.971, -1.946, -0.518], [-0.121, 1.632, -0.918], [-2.422, 0.587, -0.400], [-1.299, 2.694, 0.315], [1.141, -0.571, -1.318], [-0.455, -0.964, 1.274], [-1.889, -2.158, -0.133], [-1.201, -1.723, -1.482], [2.555, -0.622, 1.004], [1.479, 0.723, 1.426], [2.574, 0.855, 0.025]], "mulliken_charge": [0.11, -0.20, -1.14, -0.44, 0.80, -0.64, -0.43, -0.59, 0.34, 0.28, 0.33, 0.30, 0.29, 0.33, 0.35, 0.31], "spin_multiplicity": 1, "charge": 0, "homo_ev": -8.73}

---

Most stable: <ii> (next structure +361.5 kJ/mol)